1.
{
  "formula": "C23H31CaClF2K2LiNaO14P",
  "method": "the ωB97M-V functional and the def2-TZVPD basis",
  "orbital_gap_ev": 1.33,
  "e_lumo_ha": -0.171,
  "homo_ev": -6.00,
  "charge": 1,
  "species": ["C", "C", "C", "C", "C", "C", "C", "C", "C", "C", "O", "C", "C", "O", "O", "C", "O", "C", "P", "O", "Cl", "H", "H", "H", "H", "H", "H", "H", "H", "H", "H", "H", "H", "H", "H", "H", "H", "H", "H", "H", "H", "H", "H", "H", "H", "O", "H", "K", "Li", "C", "C", "C", "O", "C", "C", "C", "O", "O", "O", "H", "H", "Ca", "O", "H", "F", "C", "C", "O", "C", "O", "O", "F", "H", "H", "H", "Na", "K"],
  "positions_angstrom": [[-1.92573, -2.96081, 2.27479], [-2.01161, -4.49286, 2.24130], [-0.63242, -5.02492, 2.57524], [0.42036, -4.87259, 1.49563], [1.52721, -3.84814, 1.83842], [2.71601, -3.93222, 0.84158], [2.90129, -2.67027, -0.02724], [1.76439, -2.32641, -0.94049], [1.94966, -0.97287, -1.63882], [2.79328, -0.00435, -0.86831], [2.96179, 1.23088, -1.63961], [1.74742, 1.89597, -1.65816], [1.48519, 2.89906, -0.44786], [0.94477, 1.75247, -2.49470], [2.68272, -1.28473, -2.86052], [2.78006, -2.63690, -3.02305], [3.67488, -3.19407, -3.56139], [1.55361, -3.17986, -2.30560], [1.25189, -5.07366, -2.22812], [1.52967, -5.57620, -3.71937], [-0.86067, -5.44516, -2.00250], [-2.91219, -2.50044, 2.26324], [-1.38378, -2.62728, 3.16535], [-1.37449, -2.58652, 1.42103], [-2.69209, -4.87798, 3.02094], [-2.39418, -4.82912, 1.28157], [-0.30612, -4.46467, 3.44840], [-0.71508, -6.07408, 2.81535], [0.87878, -5.82690, 1.27146], [-0.07460, -4.44506, 0.63169], [1.15099, -2.82780, 1.79855], [1.83999, -4.08281, 2.84280], [3.62074, -3.94446, 1.43812], [2.66006, -4.84086, 0.24985], [3.01485, -1.86280, 0.69217], [3.85318, -2.74903, -0.55262], [0.88264, -2.15632, -0.27805], [0.94656, -0.65272, -1.89956], [2.32671, 0.28483, 0.07368], [3.78237, -0.39713, -0.69549], [0.54458, 3.44427, -0.54130], [2.28313, 3.64008, -0.35588], [1.39269, 2.29770, 0.45279], [0.71944, -2.68389, -2.86538], [1.23097, -4.93481, -4.38189], [1.12226, -6.09649, 4.50810], [0.90278, -7.03242, 4.58762], [4.02817, 3.66461, -1.39958], [-2.23339, -3.91004, 4.71394], [-4.70212, 3.22774, -3.18205], [-3.49018, 2.50243, -3.28414], [-2.42466, 2.91738, -2.25583], [-1.35283, 2.34102, -2.13139], [-2.70935, 4.03958, -1.39266], [-3.87375, 4.73654, -1.32261], [-4.98107, 4.23758, -2.27194], [-6.13485, 4.75941, -2.19921], [-4.14376, 5.73490, -0.53745], [-3.21447, 1.60254, -4.06148], [-5.51973, 2.98765, -3.84952], [-1.89588, 4.31214, -0.72574], [-6.11441, 5.55535, 0.44370], [1.89731, -1.93642, 3.67276], [1.78569, -2.39115, 4.52918], [0.72399, -0.67386, 2.28220], [-1.24424, 6.97824, 1.15607], [-1.05971, 8.42555, 0.77939], [0.35301, 8.60368, 0.91912], [0.93154, 7.40224, 0.68613], [2.07685, 7.22319, 0.44461], [0.00142, 6.39265, 0.72862], [-1.70095, 9.22658, 1.63813], [-1.36097, 6.83792, 2.22878], [-2.09921, 6.51904, 0.64294], [-1.35835, 8.66962, -0.24931], [-0.02489, -3.49797, -0.82051], [-0.71317, 6.05620, -1.42590]]
}

***

2.
{
  "formula": "C23H31F6IrN5O6S3",
  "method": "the ωB97M-V functional and the def2-TZVPD basis",
  "multiplicity": 2,
  "orbital_gap_ev": [6.26, 6.52],
  "e_lumo_ha": [-0.272, -0.264],
  "s2": 0.766,
  "de_lowest_kcal_mol": 57.6,
  "homo_ev": [-13.66, -13.69],
  "charge": 2,
  "species": ["Ir", "C", "O", "C", "C", "O", "C", "H", "H", "H", "H", "H", "H", "H", "H", "H", "H", "F", "C", "F", "F", "S", "O", "O", "N", "S", "O", "O", "C", "F", "F", "F", "C", "C", "C", "C", "C", "C", "N", "N", "C", "C", "C", "C", "C", "C", "H", "H", "H", "H", "H", "H", "H", "H", "H", "C", "N", "C", "C", "S", "N", "C", "C", "H", "H", "H", "H", "H", "H", "H", "H", "H", "H", "H", "H"],
  "positions_angstrom": [[-0.16809, 0.14663, -0.19245], [-0.15635, -2.47248, 2.05115], [0.52453, -1.26223, 1.73374], [1.93904, -1.34439, 1.85086], [2.57197, -1.54041, 0.46952], [2.29694, -0.43712, -0.39096], [3.32439, 0.55341, -0.40671], [-0.11602, -2.64829, 3.12939], [0.27857, -3.33159, 1.53334], [-1.19281, -2.33881, 1.75197], [2.21925, -2.16002, 2.52182], [2.28317, -0.39999, 2.28300], [2.12490, -2.41753, -0.01006], [3.65184, -1.68369, 0.55862], [4.26167, 0.09848, -0.74090], [3.46866, 1.01421, 0.57331], [3.01764, 1.31557, -1.12055], [-3.80709, -0.72134, 3.02491], [-4.48964, -0.35373, 1.94060], [-5.58019, 0.27766, 2.29071], [-4.78494, -1.44899, 1.25339], [-3.28909, 0.63559, 0.89190], [-2.23774, -0.35820, 0.70944], [-3.90716, 1.09583, -0.28986], [-2.80387, 1.81326, 1.83601], [-1.55767, 2.18046, 2.63696], [-0.24824, 1.46111, 2.05327], [-1.32388, 3.55325, 2.83172], [-1.75671, 1.32559, 4.33853], [-1.27197, 0.09218, 4.22114], [-1.08591, 1.96668, 5.27056], [-3.03361, 1.27777, 4.64634], [-1.14035, 3.75986, -4.21539], [-1.84539, 2.78307, -3.51500], [-1.38724, 2.33217, -2.29789], [-0.19920, 2.85499, -1.75155], [0.48867, 3.87469, -2.44848], [0.02987, 4.29202, -3.67591], [0.26827, 2.33993, -0.57957], [1.23600, 2.94266, 0.03610], [1.63641, 2.84369, 1.28580], [2.83808, 3.52676, 1.63212], [3.37537, 3.43956, 2.88766], [2.77168, 2.63769, 3.85727], [1.57681, 1.98533, 3.56997], [1.00390, 2.08553, 2.31989], [-1.50202, 4.11961, -5.16554], [-2.76199, 2.38365, -3.91993], [-1.96575, 1.61813, -1.72125], [1.38891, 4.28367, -2.01668], [0.58887, 5.03384, -4.22746], [3.30214, 4.12441, 0.86520], [4.26682, 3.99420, 3.13496], [3.20467, 2.55012, 4.83949], [1.10168, 1.39674, 4.33729], [-1.65056, -4.26605, -1.25353], [-1.47090, -3.02177, -1.97598], [-2.67035, -2.21126, -2.04403], [-0.29912, -2.49918, -2.32937], [-0.18945, -0.75059, -2.48268], [0.77507, -3.21585, -2.64354], [2.03065, -2.56190, -2.95231], [0.76082, -4.62280, -3.00192], [-2.27866, -4.06590, -0.38407], [-0.70797, -4.67351, -0.90421], [-2.15892, -5.00758, -1.87082], [-3.53445, -2.87101, -2.04249], [-2.68537, -1.63145, -2.96506], [-2.74012, -1.53292, -1.18970], [2.16721, -1.66620, -2.35043], [2.05366, -2.28123, -4.00653], [2.84495, -3.25410, -2.75235], [-0.23631, -4.96455, -3.25580], [1.16858, -5.23751, -2.19772], [1.39344, -4.75589, -3.87925]]
}

***

3.
{
  "formula": "C23H31F6N4O2PdSSbSi",
  "method": "the ωB97M-V functional and the def2-TZVPD basis",
  "multiplicity": 2,
  "orbital_gap_ev": [5.24, 6.89],
  "e_lumo_ha": [0.069, 0.069],
  "s2": 0.754,
  "de_lowest_kcal_mol": 0.0,
  "homo_ev": [-3.35, -5.00],
  "charge": -1,
  "species": ["Pd", "O", "C", "C", "C", "C", "N", "C", "C", "C", "C", "C", "C", "O", "C", "C", "N", "H", "H", "H", "H", "H", "H", "H", "H", "H", "H", "H", "H", "F", "Sb", "F", "F", "F", "F", "F", "C", "Si", "C", "C", "C", "H", "H", "H", "H", "H", "H", "H", "H", "H", "H", "H", "N", "C", "S", "N", "C", "C", "C", "C", "C", "C", "H", "H", "H", "H", "H", "H", "H", "H"],
  "positions_angstrom": [[0.35757, 1.17212, 0.63769], [6.47372, -2.42216, 0.98800], [6.45970, -1.04356, 0.66429], [5.04294, -0.54956, 0.57305], [4.79841, 0.80424, 0.37070], [3.49252, 1.24368, 0.28608], [2.44643, 0.42291, 0.39117], [2.67222, -0.88200, 0.57170], [3.95950, -1.40278, 0.67334], [1.46696, -1.75106, 0.63107], [1.50472, -3.07120, 0.22014], [0.32928, -3.81251, 0.21411], [0.32901, -5.22716, -0.31100], [1.13182, -5.36716, -1.46674], [-0.83048, -3.19344, 0.64193], [-0.78029, -1.86452, 1.04279], [0.33897, -1.15444, 1.03562], [7.37999, -2.73757, 0.95106], [6.95396, -0.86380, -0.29759], [6.98927, -0.45756, 1.42424], [5.61238, 1.51332, 0.28031], [3.24934, 2.28368, 0.10934], [4.11423, -2.45762, 0.84236], [2.41536, -3.51133, -0.16335], [-0.70080, -5.54068, -0.50108], [0.75699, -5.89877, 0.43709], [0.76654, -4.77849, -2.14157], [-1.77834, -3.71526, 0.61360], [-1.67291, -1.33151, 1.34851], [-2.23804, -1.90197, -1.87263], [-1.60656, -2.80790, -3.40740], [0.17644, -2.67306, -2.73087], [-1.34077, -1.09810, -4.21439], [-0.93206, -3.64699, -4.95255], [-3.36192, -2.91518, -4.07204], [-1.74496, -4.47387, -2.51893], [-1.20373, 0.66813, 4.01054], [-1.52461, 2.21084, 2.96627], [-3.13191, 2.96169, 3.64375], [-0.16968, 3.46359, 3.36893], [-1.56845, 1.82001, 1.17618], [-1.14349, 0.91183, 5.07532], [-0.26738, 0.19149, 3.71042], [-2.00615, -0.06465, 3.88314], [-3.06565, 3.17926, 4.71445], [-3.97230, 2.27965, 3.48818], [-3.36727, 3.89417, 3.12321], [-0.19557, 3.77220, 4.41841], [-0.28129, 4.35742, 2.74895], [0.81374, 3.03767, 3.15470], [-1.83877, 2.70310, 0.58527], [-2.31713, 1.04765, 0.95364], [1.00689, 0.52571, -2.73992], [0.19430, 1.52513, -2.32037], [0.83926, 2.87134, -1.52300], [-1.10087, 1.34837, -2.63753], [-2.22636, 2.10610, -2.23383], [-2.25360, 3.49396, -2.26663], [-3.40270, 4.16115, -1.86823], [-4.52732, 3.45867, -1.46095], [-4.50170, 2.07102, -1.46078], [-3.35581, 1.39466, -1.84273], [1.94040, 0.55408, -2.36988], [0.62560, -0.38353, -2.96620], [-1.33278, 0.45776, -3.06369], [-1.37808, 4.03952, -2.58128], [-3.41545, 5.24406, -1.87931], [-5.41721, 3.98828, -1.14514], [-5.37059, 1.50884, -1.14290], [-3.31550, 0.31215, -1.81697]]
}

***

no.,electronic energy (hartree)
1,-4996.314470
2,-3517.555501
3,-2919.861263